1.
Computed, not measured: 2 unconnected molecules or ions with the total composition C3H9OPS3, with ωB97M-V with the def2-TZVPD basis set.

```
17
Properties=species:S:1:pos:R:3
C 1.900 0.087 -0.717
C 0.597 -0.473 -1.048
C 0.078 -1.654 -0.264
S -0.210 0.293 -2.247
H 2.033 1.156 -0.940
H 2.018 -0.080 0.466
H 2.764 -0.581 -1.107
H -1.002 -1.762 -0.330
H 0.402 -1.648 0.758
H 0.535 -2.606 -0.784
O -4.003 1.202 2.825
P -3.812 1.337 1.158
S -2.905 -0.580 0.578
S -2.071 2.532 0.982
H -4.637 1.941 2.840
H -2.955 -1.256 1.666
H -1.625 1.822 -0.041
```

Kohn-Sham gap, Eh: 0.3092
Multiplicity: 1
LUMO, Eh: -0.0042

Computed Mulliken charges, given in elementary charges: -1.05 0.59 -0.99 -0.21 0.34 0.25 0.27 0.17 0.37 0.27 -0.45 0.30 -0.25 -0.21 0.35 0.15 0.10

---

2.
Computed, not measured: 2 unconnected molecules or ions with the total composition C3H9OS, with ωB97M-V with the def2-TZVPD basis set.

```
14
Properties=species:S:1:pos:R:3
C 0.609 -1.897 1.581
S -1.039 -2.355 0.973
H 1.344 -2.264 0.847
H 0.694 -0.827 1.801
H 0.945 -2.290 2.569
C -0.360 0.648 -1.324
O -1.457 0.250 -0.519
C 0.178 1.968 -0.686
H 0.336 -0.213 -1.431
H -0.805 0.863 -2.290
H -1.408 -0.689 -0.113
H 0.860 1.845 0.148
H 0.853 2.603 -1.347
H -0.750 2.356 -0.210
```

Charge: -1
Kohn-Sham gap, Eh: 0.2457
Multiplicity: 1
LUMO, Eh: 0.1481

Computed Mulliken charges, given in elementary charges: -0.75 -0.69 0.18 0.18 0.27 -0.11 -0.49 -0.96 0.24 0.22 0.12 0.24 0.29 0.26

---

3.
Computed, not measured: 2 unconnected molecules or ions with the total composition C3H9OS, with ωB97M-V with the def2-TZVPD basis set.

```
14
Properties=species:S:1:pos:R:3
C 0.912 2.235 -1.409
O 1.221 1.359 -0.342
H 0.112 2.940 -1.132
H 0.440 1.655 -2.216
H 1.818 2.770 -1.667
C -0.726 -2.147 0.361
C -0.447 -0.994 1.334
S -1.501 0.499 0.993
H -1.721 -2.590 0.489
H -0.458 -1.905 -0.666
H -0.087 -3.028 0.569
H 0.590 -0.766 1.105
H -0.531 -1.271 2.384
H 0.380 1.244 0.196
```

Charge: -1
Kohn-Sham gap, Eh: 0.2478
Multiplicity: 1
LUMO, Eh: 0.1497

Computed Mulliken charges, given in elementary charges: -0.53 -0.45 0.25 0.20 0.21 -1.01 -0.42 -0.72 0.28 0.26 0.31 0.19 0.28 0.14

---

4.
Computed, not measured: 2 unconnected molecules or ions with the total composition C3H9PS3, with ωB97M-V with the def2-TZVPD basis set.

```
16
Properties=species:S:1:pos:R:3
C 2.146 0.386 1.250
C -4.162 2.705 0.188
C 2.195 -2.878 -1.816
P 1.469 -1.163 0.528
S -1.391 1.625 0.666
S -2.480 3.260 0.640
S 2.774 -1.319 -1.071
H 1.986 1.216 0.563
H 1.604 0.585 2.171
H 3.210 0.283 1.459
H -4.120 2.169 -0.754
H -4.763 3.604 0.092
H -4.552 2.065 0.974
H 1.123 -2.971 -1.680
H 2.712 -3.710 -1.352
H 2.439 -2.833 -2.872
```

Kohn-Sham gap (alpha / beta), Eh: 0.3048 / 0.1994
Multiplicity: 1
LUMO (alpha / beta), Eh: -0.0116 / -0.0584

Computed Mulliken charges, given in elementary charges: -0.98 -0.75 -0.80 0.06 -0.17 0.04 -0.11 0.32 0.30 0.37 0.29 0.28 0.29 0.29 0.28 0.29

---

5.
Computed, not measured: 2 unconnected molecules or ions with the total composition C3H9S2, with ωB97M-V with the def2-TZVPD basis set.

```
14
Properties=species:S:1:pos:R:3
S 1.716 -0.427 1.754
H 2.424 -0.042 2.835
C -0.751 -1.513 -0.152
C -0.076 -0.338 -0.846
C -0.457 1.009 -0.238
S 0.252 2.374 -1.204
H -0.491 -2.505 -0.665
H -1.873 -1.436 -0.113
H -0.395 -1.603 0.898
H 1.040 -0.497 -0.760
H -0.342 -0.366 -1.931
H -0.070 0.969 0.774
H -1.566 1.189 -0.168
H 0.589 3.185 -0.183
```

Charge: -1
Kohn-Sham gap, Eh: 0.2253
Multiplicity: 1
LUMO, Eh: 0.1214

Computed Mulliken charges, given in elementary charges: -0.77 -0.07 -1.00 -0.62 -0.29 -0.33 0.25 0.30 0.24 0.26 0.41 0.23 0.29 0.10

---

6.
Computed, not measured: 2 unconnected molecules or ions with the total composition C3H9S2, with ωB97M-V with the def2-TZVPD basis set.

```
14
Properties=species:S:1:pos:R:3
C -0.132 0.790 2.293
S 1.300 1.898 1.752
H -0.717 0.210 1.432
H -1.008 1.286 2.659
H 0.208 0.213 3.166
C -0.516 -0.179 -1.910
C 0.050 -1.382 -0.991
S 1.782 -1.127 -0.608
H -0.615 0.887 -1.395
H 0.386 -0.065 -2.635
H -1.461 -0.219 -2.520
H -0.046 -2.267 -1.609
H -0.613 -1.470 -0.168
H 1.381 1.424 0.534
```

Charge: -1
Kohn-Sham gap, Eh: 0.2194
Multiplicity: 1
LUMO, Eh: 0.1276

Computed Mulliken charges, given in elementary charges: -0.59 -0.21 0.05 0.33 0.26 -0.87 -0.64 -0.63 0.14 0.21 0.35 0.27 0.25 0.07

---

7.
Computed, not measured: 2 unconnected molecules or ions with the total composition C3H9S2, with ωB97M-V with the def2-TZVPD basis set.

```
14
Properties=species:S:1:pos:R:3
C 0.197 1.842 2.345
S 1.717 1.856 1.117
H -0.664 1.256 2.025
H -0.063 2.911 2.241
H 0.629 1.352 3.282
C -0.425 -1.174 -2.243
C -0.316 -1.449 -0.740
S -1.469 -0.513 0.329
H -1.116 -0.209 -2.399
H 0.541 -0.817 -2.432
H -0.634 -1.935 -2.872
H 0.788 -1.298 -0.628
H -0.548 -2.457 -0.794
H 1.366 0.636 0.767
```

Charge: -1
Kohn-Sham gap, Eh: 0.2206
Multiplicity: 1
LUMO, Eh: 0.1279

Computed Mulliken charges, given in elementary charges: -0.52 -0.21 0.13 0.21 0.24 -1.00 -0.50 -0.64 0.18 0.25 0.38 0.20 0.21 0.06

---

8.
Computed, not measured: 2 unconnected molecules or ions with the total composition C3H9S2, with ωB97M-V with the def2-TZVPD basis set.

```
14
Properties=species:S:1:pos:R:3
C -1.809 0.900 1.674
S -3.572 0.142 1.909
H -1.655 0.926 0.584
H -1.100 0.156 2.060
H -1.931 1.889 2.215
C 2.088 0.150 -1.966
C 1.252 -0.833 -0.855
S -0.086 -1.989 -1.342
H 2.961 0.594 -1.447
H 2.459 -0.596 -2.720
H 1.563 0.940 -2.428
H 0.811 -0.167 -0.063
H 2.022 -1.297 -0.312
H -3.003 -0.814 2.692
```

Charge: -1
Kohn-Sham gap, Eh: 0.2006
Multiplicity: 1
LUMO, Eh: 0.1164

Computed Mulliken charges, given in elementary charges: -0.71 -0.22 0.23 0.26 0.31 -0.93 -0.44 -0.69 0.28 0.22 0.31 0.01 0.26 0.12

---

Number 1: strongest force on any atom 4.532 eV Å⁻¹. Number 2: strongest force on any atom 1.647 eV Å⁻¹. Number 3: strongest force on any atom 1.554 eV Å⁻¹. Number 4: strongest force on any atom 0.516 eV Å⁻¹. Number 5: strongest force on any atom 1.510 eV Å⁻¹. Number 6: strongest force on any atom 2.900 eV Å⁻¹. Number 7: strongest force on any atom 6.287 eV Å⁻¹. Number 8: strongest force on any atom 3.778 eV Å⁻¹.